No. 1
Formula: C30H56O21P
Source: the Open Molecules 2025 dataset
Level of theory: wB97M-V/def2-TZVPD

For the HOMO-LUMO gap, the calculation gives 5.3 eV. As for the charge: -1. Its LUMO energy is 1.50 eV. Its energy above the lowest of the compared OMol25 structures with the same formula, charge and spin is 0.0 kcal per mole. The calculation puts the molar mass at 783.7 g/mol. The value obtained for the HOMO energy is -3.788 eV.

```
108
Properties=species:S:1:pos:R:3:forces:R:3
P -2.529 -7.240 -1.486 -0.512 -0.087 -0.310
O 1.845 8.960 2.427 0.017 -0.024 0.033
O -1.187 -6.256 -0.923 0.291 0.073 -0.100
O 7.156 -5.616 -8.343 -0.006 -0.004 -0.071
O -1.027 2.068 -1.108 -0.004 -0.064 -0.061
O -0.195 9.825 1.996 -0.072 0.063 -0.001
O -6.943 2.496 -3.696 0.017 -0.007 -0.058
O 2.918 -6.452 -3.403 0.051 -0.178 -0.060
O -2.073 2.897 0.707 0.080 0.093 0.041
O -3.365 2.699 5.573 0.066 0.124 -0.198
O 7.024 -6.204 -6.166 -0.014 -0.044 0.074
O -0.220 6.987 7.753 0.007 0.040 -0.031
O -5.736 3.321 -2.113 0.110 0.052 0.058
O 0.176 2.890 0.474 0.130 -0.026 0.040
O 0.118 7.683 2.642 -0.038 -0.074 0.066
O -7.979 3.301 -1.859 -0.055 0.035 0.025
O -4.410 0.783 6.123 -0.043 -0.105 0.119
O 1.633 5.898 8.451 0.106 -0.005 0.012
O -1.622 -8.622 -0.862 -0.090 0.242 0.122
O -0.186 4.776 8.211 -0.028 -0.133 -0.005
O 8.632 -4.909 -6.788 0.060 0.027 0.029
O -4.321 1.314 4.047 -0.060 -0.018 -0.142
C 9.307 -4.186 -7.817 0.133 0.105 -0.016
C -4.104 1.058 7.489 -0.021 -0.068 0.125
C 2.408 10.232 2.107 0.160 0.080 -0.001
C 0.061 -6.924 -0.931 -1.563 0.802 -0.785
C 3.721 -5.304 -3.409 -0.205 0.167 -0.575
C 5.853 -6.970 -6.467 -0.215 -0.149 0.085
C 7.559 -5.582 -7.210 -0.021 -0.009 0.056
C 1.900 -3.610 -3.784 0.028 0.462 0.319
C 1.811 -1.570 -2.477 0.137 -0.496 -0.162
C 0.854 -6.287 -2.065 0.806 -0.509 0.521
C 2.933 -1.968 -1.768 -0.076 -0.413 -0.491
C -0.258 -8.414 -1.120 -0.762 -0.430 1.124
C -5.629 3.932 -0.825 0.167 0.073 0.204
C -3.968 1.701 5.263 -0.063 -0.044 -0.020
C -1.069 2.638 0.087 -0.061 0.025 -0.142
C 0.300 3.515 1.750 0.082 0.125 0.201
C 2.269 -6.830 -2.178 -0.193 -0.210 0.378
C 0.350 5.985 8.098 -0.076 -0.034 0.073
C -6.986 3.063 -2.493 0.036 -0.053 -0.034
C -1.296 7.492 2.560 -0.239 -0.203 -0.060
C -1.577 4.698 7.882 -0.191 -0.069 -0.015
C 3.083 -6.568 -0.920 -0.313 0.394 -0.200
C 1.294 -2.399 -3.476 0.285 0.264 0.245
C 2.345 7.133 8.391 0.150 0.045 0.075
C 3.025 -4.015 -3.082 0.241 0.524 0.757
C -8.224 2.155 -4.230 -0.082 -0.082 -0.142
C 0.515 8.912 2.327 0.146 -0.016 -0.047
C 3.531 -3.184 -2.076 -0.285 -0.119 -0.401
C -3.948 2.169 2.955 -0.032 0.074 0.134
C -2.311 1.734 -1.644 -0.191 -0.110 -0.201
H 2.036 10.999 2.784 -0.070 0.017 -0.040
H 0.327 -6.531 -2.976 -0.250 0.253 -0.326
H -0.098 2.881 2.539 -0.113 -0.005 -0.038
H -2.160 5.332 8.548 0.020 0.089 -0.042
H 0.496 -6.729 0.043 0.488 -0.106 0.283
H -0.021 -8.804 -2.106 0.461 0.023 -0.341
H -3.668 -8.077 -1.846 0.223 -0.045 -0.164
H 4.054 -5.209 -4.439 0.131 -0.141 -0.314
H 3.358 -1.350 -1.002 0.069 0.257 0.287
H -2.820 1.017 -1.005 -0.023 0.059 0.077
H 8.649 -3.441 -8.259 -0.040 -0.047 -0.059
H -8.728 1.436 -3.588 -0.031 0.049 0.059
H 2.872 -5.571 -0.551 0.170 0.398 0.088
H 9.672 -4.863 -8.587 -0.070 -0.006 -0.050
H 0.250 -8.962 -0.330 0.559 -0.446 -0.209
H -1.869 3.662 8.019 0.109 -0.044 -0.007
H -2.142 1.283 -2.616 0.177 0.012 0.008
H -1.823 8.146 3.250 0.050 0.098 -0.023
H -3.150 -6.092 -2.123 -0.083 0.040 0.293
H 0.858 -5.228 -1.854 -0.048 0.427 -0.250
H 5.064 -6.330 -6.855 0.033 0.017 -0.095
H 2.741 -7.237 -0.147 0.012 -0.366 0.262
H 2.184 10.504 1.078 -0.079 0.034 0.005
H -1.488 6.457 2.829 0.139 -0.022 0.049
H -1.752 4.980 6.847 0.022 0.066 -0.004
H 1.353 -0.626 -2.250 -0.259 0.280 0.014
H -8.037 1.707 -5.201 0.094 0.004 0.005
H 1.907 7.863 9.069 -0.058 0.030 -0.061
H -3.027 1.099 7.641 0.018 0.068 -0.017
H -4.562 1.993 7.806 0.055 0.054 -0.023
H 3.362 6.911 8.702 -0.017 -0.085 0.012
H -1.867 -7.517 -2.770 0.086 0.088 0.052
H 4.411 -3.493 -1.539 0.211 -0.141 0.175
H 0.426 -2.066 -4.017 -0.242 -0.055 -0.164
H -1.641 7.665 1.542 -0.019 0.100 0.007
H 1.498 -4.245 -4.549 -0.188 -0.232 -0.258
H -4.317 1.693 2.054 -0.022 -0.114 0.058
H 4.631 -5.409 -2.829 0.165 -0.083 0.470
H 3.482 10.127 2.230 -0.007 -0.090 0.027
H 1.362 3.665 1.918 0.043 -0.043 -0.121
H 4.148 -6.685 -1.063 0.309 -0.165 -0.031
H -8.839 3.044 -4.350 -0.028 0.010 0.080
H 6.083 -7.757 -7.183 0.017 0.065 -0.088
H 2.351 7.522 7.377 -0.073 0.079 -0.063
H -2.918 2.629 -1.767 -0.037 -0.001 0.068
H -3.175 -6.977 -0.217 0.174 -0.093 0.053
H 2.150 -7.905 -2.251 0.203 -0.358 -0.335
H -6.039 3.281 -0.056 -0.110 0.012 -0.020
H 5.521 -7.416 -5.535 0.098 0.080 0.087
H -2.872 2.269 2.888 0.069 0.040 0.078
H -4.570 4.079 -0.634 0.042 -0.071 -0.113
H 10.147 -3.693 -7.338 -0.017 -0.030 0.085
H -0.203 4.480 1.754 -0.078 -0.020 0.020
H -4.411 3.148 3.067 0.056 0.045 0.054
H -6.137 4.895 -0.810 -0.105 -0.039 -0.013
H -4.520 0.236 8.063 -0.032 -0.049 -0.068
```
Forces are in eV/Å.

=====

No. 2
Formula: C33H40ClN4O3Si2
Source: the Open Molecules 2025 dataset
Level of theory: wB97M-V/def2-TZVPD

For the HOMO-LUMO gap, the calculation gives 4.0 eV. As for the charge: -1. Its LUMO energy is 0.54 eV. The calculation puts the molar mass at 632.3 g/mol. The value obtained for the HOMO energy is -3.437 eV.

```
83
Properties=species:S:1:pos:R:3:forces:R:3
Cl 2.087 0.658 -1.842 -0.525 -0.206 0.038
Si 5.258 -3.192 4.075 -0.536 0.540 1.715
Si 5.533 -4.109 6.892 -0.778 1.334 -0.895
O -3.037 7.087 -5.841 -0.135 -0.961 0.319
O -2.393 4.976 -5.341 -0.231 0.473 0.667
O 0.835 2.176 -3.963 -0.843 0.450 0.692
N -1.760 2.136 -4.737 -1.289 -1.021 0.767
N -3.622 0.425 -3.311 0.375 0.500 -0.516
N 4.945 -3.041 5.726 0.502 -0.741 -0.300
N 1.329 4.246 -2.733 -1.301 -1.320 -0.904
C 0.650 -2.855 1.711 -0.167 0.105 0.254
C -2.421 6.324 -5.127 0.243 1.883 -0.558
C -0.485 -0.349 -1.582 0.373 -0.095 -0.090
C 0.408 0.530 -2.277 0.360 -0.317 0.272
C -0.083 -1.699 1.918 -0.083 0.158 0.027
C -0.054 -1.237 -0.459 0.242 0.219 -0.157
C -5.500 1.256 -4.591 0.012 -0.208 1.555
C -7.485 1.643 -0.789 -0.112 0.607 0.482
C -6.863 0.229 -2.655 -0.124 0.083 0.246
C 4.579 -4.800 3.335 0.169 0.058 -0.621
C 4.906 -5.883 6.668 0.263 -0.304 0.413
C 0.934 3.295 -3.289 1.967 1.101 0.348
C -6.884 2.744 -1.388 0.240 0.003 -0.400
C 0.695 -2.395 -0.664 -0.035 0.068 -0.362
C -2.293 0.465 -3.016 -0.132 -0.306 0.370
C 7.099 -3.067 3.651 -0.001 -0.124 -0.647
C 7.424 -4.160 6.981 0.098 -0.415 0.418
C -6.235 1.316 -3.235 0.181 0.271 -1.125
C -3.995 1.237 -4.268 -0.061 -0.135 -0.273
C 4.402 -1.773 3.156 0.184 -0.227 -0.394
C 1.035 -3.185 0.415 0.352 -0.635 0.437
C 4.934 -3.544 8.598 0.215 -0.362 0.173
C -6.265 2.560 -2.613 0.090 0.216 0.104
C -0.418 -0.900 0.833 -0.460 0.446 0.333
C -7.485 0.415 -1.424 -0.314 -0.458 0.344
C -0.059 1.304 -3.290 -0.105 0.084 -0.327
C -1.614 6.913 -3.972 0.290 -0.465 0.554
C -3.046 2.068 -4.980 -0.997 0.724 -1.257
C -3.563 2.989 -6.098 1.537 -0.144 0.432
C -1.790 -0.353 -1.968 -0.597 -0.063 0.042
C -1.421 1.312 -3.707 1.552 0.139 0.139
C -2.386 6.842 -2.612 0.519 -0.067 0.189
C -3.695 4.422 -5.548 -0.801 -0.821 -0.207
H -2.455 7.826 -2.125 -0.008 -0.186 -0.410
H -2.755 2.999 -6.849 -0.378 0.090 0.096
H 3.322 -1.804 3.318 0.002 0.020 0.043
H 7.832 -3.148 7.029 -0.047 0.014 -0.063
H -2.498 -0.990 -1.436 0.147 0.158 -0.232
H 0.897 -3.479 2.570 0.135 0.070 -0.366
H 7.857 -4.672 6.120 0.008 0.052 -0.046
H -1.779 6.235 -1.926 -0.577 -0.092 -0.117
H 7.548 -2.201 4.140 -0.045 -0.020 0.072
H -4.465 2.608 -6.581 0.067 0.293 0.221
H -4.174 4.370 -4.552 -0.059 0.171 -0.387
H 0.993 -2.692 -1.670 -0.041 0.146 0.229
H -0.402 -1.388 2.913 0.162 -0.196 -0.205
H 3.824 -5.892 6.524 0.014 0.058 -0.043
H -4.321 5.005 -6.234 0.411 0.200 0.228
H -5.797 0.334 -5.113 0.180 0.390 -0.122
H -5.773 3.409 -3.095 -0.139 -0.215 0.076
H 4.781 -0.808 3.500 -0.025 -0.019 0.047
H 5.134 -6.489 7.555 -0.039 -0.073 -0.023
H -7.957 1.766 0.187 0.046 -0.155 -0.288
H -1.388 7.967 -4.163 -0.234 -0.376 -0.474
H -6.870 3.747 -0.965 -0.151 -0.370 0.205
H 7.237 -2.953 2.568 0.092 0.013 0.011
H 4.613 -4.763 2.238 -0.036 -0.084 -0.018
H 3.842 -3.534 8.636 0.007 0.042 -0.035
H -0.999 0.008 1.011 0.180 -0.204 -0.126
H -6.874 -0.745 -3.141 0.064 0.218 0.083
H -3.410 6.459 -2.699 0.323 -0.082 0.023
H -5.806 2.157 -5.127 0.177 -0.379 -0.226
H 5.162 -5.667 3.648 -0.040 -0.025 0.058
H 7.646 -3.963 3.952 0.020 0.018 0.069
H 1.627 -4.091 0.281 -0.139 0.219 -0.139
H 5.301 -2.540 8.823 -0.033 0.022 -0.052
H -0.648 6.402 -3.845 -0.355 -0.045 -0.163
H 5.298 -4.223 9.379 -0.054 0.054 0.087
H -8.002 -0.400 -0.914 0.237 0.045 -0.306
H 4.591 -1.853 2.078 -0.087 0.120 -0.035
H 3.538 -4.950 3.634 0.030 0.013 0.086
H 5.375 -6.373 5.813 -0.037 0.019 -0.043
H 7.752 -4.699 7.879 0.085 0.013 -0.013
```
Forces are in eV/Å.

=====

No. 3
Formula: C3H3Cl3O
Source: the Open Molecules 2025 dataset
Level of theory: wB97M-V/def2-TZVPD

For the HOMO-LUMO gap, the calculation gives 8.4 eV. As for the charge: 0. Its LUMO energy is -0.64 eV. Its energy above the lowest of the compared OMol25 structures with the same formula, charge and spin is 98.0 kcal per mole. The calculation puts the molar mass at 161.4 g/mol. The value obtained for the HOMO energy is -9.064 eV.

```
10
Properties=species:S:1:pos:R:3:forces:R:3
Cl 3.252 -0.833 0.217 0.721 -1.272 0.775
Cl 0.036 -0.501 -1.337 -1.030 -0.478 -0.358
Cl 2.990 0.360 -2.252 0.229 -0.069 -0.605
O -2.364 -0.639 -0.400 -1.470 0.729 2.806
C 2.423 0.302 -0.647 -0.210 1.721 0.098
C -0.814 0.598 0.976 -4.959 -3.195 -0.389
C -1.111 -0.177 -0.100 -0.803 1.537 1.392
H -3.022 -0.393 0.426 2.642 -0.824 -3.058
H 0.111 0.789 1.245 4.492 1.277 0.698
H -1.500 0.494 1.872 0.388 0.574 -1.357
```
Forces are in eV/Å.